No. 1
Density functional theory data (the ωB97M-V functional and the def2-TZVPD basis) for a structure of composition C24H18Cl2N5O2Ti.

Cartesian coordinates (Å):
Ti (0.03431, -0.01178, -0.00401)
Cl (-6.30882, 1.59175, -0.25561)
C (-4.84869, 0.69806, -0.11002)
C (-3.64004, 1.37280, -0.20050)
C (-2.43792, 0.69807, -0.09106)
N (-1.19240, 1.44418, -0.09165)
C (-0.96762, 2.22680, -1.26376)
O (-0.83408, 3.41117, -1.31086)
C (-0.72783, 1.33593, -2.46082)
C (-0.98450, 1.69160, -3.76374)
C (-0.67551, 0.77556, -4.75860)
C (-0.09951, -0.43753, -4.41161)
C (0.15024, -0.70831, -3.08120)
N (-0.16500, 0.16235, -2.11718)
C (-2.44381, -0.69774, 0.08524)
C (-3.65217, -1.36030, 0.20032)
C (-4.85487, -0.67433, 0.11531)
Cl (-6.32285, -1.55416, 0.26660)
N (-1.20747, -1.46176, 0.07633)
C (-0.96934, -2.22539, 1.25606)
O (-0.77164, -3.40117, 1.31009)
C (-0.77363, -1.32157, 2.45275)
C (-1.06356, -1.65897, 3.75344)
C (-0.76693, -0.73429, 4.74370)
C (-0.16791, 0.46789, 4.39630)
C (0.11408, 0.72061, 3.06918)
N (-0.19051, -0.15778, 2.10832)
H (-3.63757, 2.44890, -0.32237)
H (-1.41831, 2.65834, -3.97789)
H (-0.88163, 1.00567, -5.79542)
H (0.15715, -1.17153, -5.16192)
H (0.60593, -1.63860, -2.76930)
H (-3.65921, -2.43649, 0.32130)
H (-1.51170, -2.61850, 3.97051)
H (-0.99888, -0.94976, 5.77823)
H (0.08152, 1.20678, 5.14421)
H (0.58663, 1.64210, 2.75637)
C (2.17813, -2.52895, 0.04707)
C (2.72965, -1.14066, 0.00137)
C (4.01106, -0.71703, -0.00526)
C (4.00724, 0.72566, -0.00113)
C (2.72374, 1.14277, -0.00672)
C (2.16413, 2.52764, -0.05673)
N (1.88850, -0.00113, -0.00148)
H (2.95773, -3.24112, -0.21702)
H (1.35127, -2.68780, -0.65112)
H (1.82495, -2.80190, 1.04382)
H (4.88164, -1.35491, -0.00735)
H (4.87463, 1.36789, -0.00098)
H (2.94270, 3.24663, 0.19120)
H (1.34473, 2.68698, 0.64980)
H (1.79813, 2.78978, -1.05202)

Results
Net charge: +1
HOMO energy, Eh: -0.40650
LUMO energy, eV: -4.14

No. 2
Density functional theory data (the ωB97M-V functional and the def2-TZVPD basis) for a cluster of 2 separate species, CH3FIP in total.

Cartesian coordinates (Å):
C (-1.54418, -0.42055, 0.41183)
F (2.29298, -0.78150, -0.18941)
P (1.52495, 0.65477, -0.49714)
I (-1.88608, 1.28003, 1.38481)
H (-2.32556, -0.71158, -0.21839)
H (-0.58180, -0.87693, 0.58952)
H (2.51969, 0.85575, -1.48123)

Results
Net charge: 0
HOMO energy (spin up / spin down), Eh: -0.30234 / -0.32386
LUMO energy (spin up / spin down), eV: -1.15 / -0.40

No. 3
Density functional theory data (the ωB97M-V functional and the def2-TZVPD basis) for an isolated molecule of C6H11N3O.

Cartesian coordinates (Å):
C (2.09406, 0.17755, -0.02938)
C (1.21408, 1.37859, 0.27328)
C (-0.12154, 0.81039, 0.72435)
C (-0.12211, -0.73305, 0.01017)
C (-0.76538, -1.74500, 0.94251)
C (-0.80545, -0.69981, -1.35116)
N (-1.20122, 2.48166, -0.34800)
N (-1.32631, 1.47957, 0.38023)
N (1.29921, -0.91375, -0.11729)
O (3.29193, 0.16703, -0.16869)
H (1.67609, 2.02494, 1.01710)
H (1.07967, 1.95876, -0.64242)
H (-0.15715, 0.62276, 1.79942)
H (-0.85486, -2.70725, 0.44757)
H (-1.76318, -1.40839, 1.20840)
H (-0.17391, -1.87008, 1.84470)
H (-0.62393, -1.63911, -1.87115)
H (-0.41734, 0.11522, -1.95914)
H (-1.87635, -0.56993, -1.22916)
H (-2.12797, 2.87832, -0.55134)
H (1.68166, -1.80841, -0.38001)

Results
Net charge: 0
SMILES: [H]/N=N/[C@@H]1CC(=O)NC1(C)C
HOMO energy, Eh: -0.34417
LUMO energy, eV: 0.60

No. 4
Density functional theory data (the ωB97M-V functional and the def2-TZVPD basis) for the ion C4H9I2N2 with charge +1.

Cartesian coordinates (Å):
C (-0.57172, 1.84409, 0.75509)
C (-1.29239, 1.37823, -0.45648)
C (-0.28822, -0.54245, 0.36495)
C (0.93069, -1.41062, 0.20366)
N (-0.10074, 0.43122, 1.41675)
N (-0.51926, 0.23793, -0.88959)
I (1.26679, 2.91075, -0.04078)
I (-3.45390, 0.88611, -0.04049)
H (-1.14393, 2.42593, 1.31299)
H (-1.32037, 2.20732, -1.26124)
H (-1.34187, -1.00224, 0.62054)
H (1.18700, -1.98874, 1.12223)
H (1.73895, -0.68864, -0.03808)
H (0.91631, -2.20984, -0.53267)
H (0.85164, 0.64397, 1.74898)
H (-1.00797, -0.22413, -1.74291)
H (0.37715, 0.73398, -1.31359)

Results
Net charge: +1
2S+1: 3
HOMO energy (spin up / spin down), Eh: -0.36016 / -0.45217
LUMO energy (spin up / spin down), eV: -4.13 / -8.92

No. 5
Density functional theory data (the ωB97M-V functional and the def2-TZVPD basis) for an isolated molecule of C14H11N5O2.

Cartesian coordinates (Å):
O (0.32710, -3.05487, 0.08808)
O (0.79769, 2.45436, -2.62564)
N (3.66509, 0.91437, 1.04330)
N (2.06039, -2.24353, 1.16948)
C (0.96851, -2.05844, 0.35422)
C (0.58626, 1.52337, -1.86697)
C (4.48292, 0.25746, 1.81198)
C (2.85476, -1.18975, 1.33655)
C (1.58849, 0.24535, -0.13182)
C (0.67932, -0.77170, -0.31774)
C (-4.17968, 0.67481, 0.81956)
C (-2.93794, 1.10921, 1.32860)
C (-4.27003, -0.20786, -0.24264)
C (-1.75650, 0.69380, 0.75644)
C (-3.08625, -0.65761, -0.80166)
C (-1.82660, -0.18391, -0.35192)
N (4.01440, -1.03035, 2.02178)
N (1.40344, 1.45637, -0.76756)
N (2.61546, 0.08341, 0.80877)
C (-0.32999, 0.37631, -2.29687)
C (-0.56501, -0.58971, -1.13731)
H (5.34288, 0.70914, 2.21203)
H (-5.09307, 1.02089, 1.28921)
H (-2.93642, 1.76746, 2.16339)
H (-5.23838, -0.55381, -0.61599)
H (-0.78797, 1.07017, 1.06633)
H (-3.14872, -1.33908, -1.64239)
H (4.46056, -1.75840, 2.59546)
H (2.13905, 2.17595, -0.70541)
H (0.21753, -0.12130, -3.12994)
H (-1.32158, 0.78185, -2.63293)
H (-0.72572, -1.55395, -1.59840)

Results
Net charge: 0
SMILES: O=C1C[C@H](c2ccccc2)c2c(n3nc[nH]c3nc2=O)N1
HOMO energy, Eh: -0.31511
LUMO energy, eV: 0.30

no.,E (hartree),largest force on an atom (eV/Å)
1,-3119.351716,0.97
2,-778.695656,1.64
3,-474.712536,2.62
4,-862.250427,7.22
5,-964.378361,3.96